DFT (wB97M-V/def2-TZVPD) results for a 3-piece molecular cluster, C20H28ClF2N4OP2 overall.

XYZ file:
```
58
Properties=species:S:1:pos:R:3:forces:R:3
C 2.542 4.231 -4.187 0.2 0.2 -0.2
H -0.092 3.835 -1.460 0.1 0.1 -0.1
C -0.433 3.112 -2.197 -0.1 0.0 -0.4
H -1.752 -2.296 -0.012 0.0 0.0 0.0
C -1.436 -1.857 3.810 0.0 0.0 0.0
N 2.973 6.328 -3.217 0.0 -0.1 0.0
C 3.382 -0.258 -1.144 0.1 0.2 0.0
Cl 6.440 0.075 -2.447 -0.1 -0.2 0.0
N 3.323 2.979 -4.359 -1.0 -0.2 -0.2
H 3.360 2.780 -5.356 0.6 0.0 0.0
C -1.651 -2.187 1.060 0.0 0.0 -0.1
H 3.265 6.851 -2.392 0.0 0.0 0.0
H -1.410 0.617 -2.883 -0.1 -0.2 0.0
H 1.002 1.926 -4.439 0.0 0.0 0.0
H 5.238 0.493 -5.177 0.3 -0.2 -0.2
H -2.174 0.146 3.462 0.0 0.0 0.0
C -6.544 -4.281 5.643 0.0 0.0 0.0
H -1.359 -1.732 4.882 0.0 0.0 0.0
H 2.982 0.541 -0.529 1.1 0.6 0.0
C -0.578 0.263 -2.268 -0.4 0.6 -0.8
F -2.445 0.022 0.892 0.1 0.0 0.0
H 2.622 3.781 -1.340 0.0 0.0 0.1
N 3.713 1.075 -3.133 -0.8 0.0 0.1
C 3.391 -0.168 -2.475 -0.2 -0.2 0.2
H -0.987 0.000 -1.294 0.2 -0.1 0.1
P 0.628 1.621 -2.094 0.5 -0.7 1.1
H -0.451 3.582 -3.182 0.0 0.0 0.0
H 3.146 -1.008 -3.117 1.1 -0.2 -0.2
H 1.465 4.062 -4.144 0.0 -0.1 0.1
C -3.817 -4.598 5.591 -0.1 0.0 0.0
C 2.815 1.846 -3.699 0.3 -0.4 0.1
C 2.994 5.082 -3.011 0.2 0.1 0.0
H -6.153 -2.416 6.627 0.0 0.0 0.0
H -0.912 -4.169 1.394 0.0 0.0 0.0
C -4.342 -3.459 6.165 0.0 0.1 0.0
C -1.187 -3.229 1.853 0.0 0.1 0.1
O 5.662 1.310 -4.881 -0.4 0.0 0.2
H -4.152 -6.458 4.599 0.0 0.0 0.0
C -1.081 -3.066 3.227 0.0 0.0 0.0
H -0.727 -3.879 3.844 0.0 0.0 0.0
N 1.501 1.506 -3.657 -0.4 1.0 -0.1
C -1.895 -0.805 3.029 0.0 0.0 0.0
H -1.459 2.843 -1.949 0.0 -0.1 0.0
P 5.468 1.635 -3.311 0.2 0.6 -0.2
F -2.474 -4.753 5.565 0.0 0.0 0.0
C -4.610 -5.584 5.041 0.0 0.0 0.0
C 3.428 4.404 -1.740 0.0 -0.1 -0.2
H -6.626 -6.184 4.655 0.0 0.0 0.0
H 4.279 3.748 -1.929 0.0 0.0 0.0
H 3.742 5.142 -1.007 -0.1 0.0 0.1
H 3.804 -1.113 -0.629 -1.2 -0.7 -0.1
C -1.994 -0.998 1.667 0.0 0.0 0.1
H -0.137 -0.584 -2.788 0.1 -0.2 0.3
C -5.987 -5.418 5.074 0.0 0.0 0.0
H 2.726 4.837 -5.070 0.0 0.0 -0.1
C -5.721 -3.304 6.185 0.0 0.0 0.0
H -7.619 -4.157 5.664 0.0 0.0 0.0
H -3.681 -2.715 6.589 0.0 0.0 0.0
```
Positions in Å, forces in eV/Å.

Values from the calculation:
E_HOMO   -10.60 eV
Multiplicity   1
Maximum force   0.028 Eh/bohr
E_LUMO   -3.66 eV
Net charge   +1
Total energy   -65730.5659 eV


DFT (wB97M-V/def2-TZVPD) results for C20H28F13N2O4 as an isolated structure.

XYZ file:
```
67
Properties=species:S:1:pos:R:3:forces:R:3
H 2.721 1.952 0.330 -0.6 -0.5 -1.7
H -2.302 2.009 -1.783 0.0 0.1 0.1
C 2.237 3.806 2.087 0.2 -0.2 0.5
H -0.186 2.571 0.934 -0.6 0.2 -0.3
H 2.414 -0.632 -2.854 0.1 -0.2 -0.3
F -3.850 -3.032 2.564 0.5 0.2 0.1
H 4.667 0.473 1.956 0.0 0.0 -0.1
C -4.384 -4.031 1.882 -0.7 0.0 0.1
H -1.819 2.938 0.322 0.1 0.2 -0.1
C -0.623 5.118 -0.845 -0.3 0.1 0.5
F -3.587 -5.092 1.924 0.3 0.0 -0.1
H 1.659 -2.769 -2.338 0.0 -0.1 -0.4
C -4.415 -4.598 -0.702 0.3 0.2 -0.2
F -0.270 -4.723 -2.403 -0.3 -0.4 -0.7
C 4.542 4.354 2.097 -0.1 0.2 0.1
C -0.949 2.289 0.213 -0.3 -0.7 0.0
N 2.337 1.072 -0.069 -2.5 0.1 -7.1
H 0.031 -2.199 -2.243 -0.3 0.0 0.1
N 1.583 0.355 0.728 -2.6 -2.1 -1.9
C -0.393 -4.570 -1.077 0.7 1.0 0.5
C -1.814 -4.073 -0.717 0.5 -0.9 -0.7
C 1.937 2.318 2.178 -0.3 0.8 0.7
H -0.992 1.696 -2.928 0.1 -0.1 0.1
H 2.363 4.113 1.044 0.0 0.1 -0.1
H 3.327 0.080 3.053 -0.1 0.1 -0.1
F -1.769 -3.689 0.559 -0.2 0.3 0.7
C 0.901 -2.437 -1.642 0.4 -0.1 0.3
F -5.522 -4.351 2.480 -0.1 -0.2 0.0
O -0.366 2.334 -1.074 0.3 -1.0 0.5
H 0.513 -1.355 0.888 -0.3 -0.1 0.4
F -2.868 -5.381 -2.274 -0.1 0.1 -0.5
H 5.381 4.397 2.788 0.0 0.0 0.0
H 1.004 2.128 1.641 0.6 -0.1 0.6
H 0.560 -3.277 0.381 -0.3 0.1 0.2
F -5.997 -3.310 0.352 -0.6 -0.1 -0.1
H 1.790 2.028 3.221 0.1 -0.1 -0.1
H -0.040 5.849 -1.413 -0.1 0.0 -0.1
F -4.090 -2.396 0.175 0.7 0.2 -0.3
H 1.589 -4.177 -0.654 0.3 -0.2 0.1
C -1.332 3.777 -2.601 -0.7 0.3 -0.4
C 1.430 -1.158 -1.054 -0.9 -1.8 -0.6
F -2.053 -3.022 -1.516 -0.2 0.7 0.0
O -1.769 4.652 -1.566 0.9 0.0 -0.1
H 4.492 5.298 1.546 0.0 0.0 -0.1
C -4.687 -3.565 0.411 -0.6 0.0 0.6
C -2.942 -5.086 -0.966 -0.3 -0.3 -0.5
H -1.267 1.261 0.420 -0.1 0.0 0.2
F -5.174 -5.661 -0.458 -0.1 -0.6 0.4
H -0.002 4.260 -0.579 0.2 0.6 -0.1
H -0.967 5.582 0.079 -0.1 0.1 -0.1
C 1.122 -0.761 0.242 0.5 0.4 -0.4
F -2.730 -6.230 -0.331 0.1 -0.2 0.8
C 2.187 -0.367 -1.841 0.3 -0.4 -0.8
C -1.321 2.354 -2.118 0.1 0.2 -0.4
O 3.360 4.168 2.862 0.1 -0.2 -0.2
F -4.864 -4.057 -1.836 0.0 0.5 -0.4
H 4.705 3.533 1.395 0.0 -0.1 0.0
C 0.686 -3.582 -0.644 0.1 0.0 -0.4
O 2.931 1.480 1.566 5.8 3.7 11.2
H 4.199 1.626 3.218 0.0 0.0 0.0
C 3.826 0.887 2.509 0.3 0.1 0.4
H 1.377 4.344 2.496 -0.1 0.0 -0.1
C 2.649 0.795 -1.309 -0.2 0.0 0.1
H 3.262 1.475 -1.862 0.2 0.5 0.0
H -0.315 4.038 -2.905 0.0 0.0 -0.1
H -1.988 3.906 -3.466 0.0 0.0 0.1
F -0.135 -5.734 -0.475 -0.2 -0.7 0.2
```
Positions in Å, forces in eV/Å.

Values from the calculation:
E_HOMO   -11.88 eV
Multiplicity   1
Maximum force   0.257 Eh/bohr
E_LUMO   -4.04 eV
Net charge   +1
Total energy   -67677.8001 eV


DFT (wB97M-V/def2-TZVPD) results for C20H28MoN3O7S2SeSi as an isolated structure.

XYZ file:
```
63
Properties=species:S:1:pos:R:3:forces:R:3
C 4.914 0.503 0.862 -0.2 -0.1 0.0
H 1.493 4.501 0.386 0.0 -0.2 -0.3
H -4.651 -2.498 -3.851 -0.2 0.1 -0.1
H -5.675 -0.808 -0.665 -0.1 -0.1 0.2
O 1.394 1.603 1.631 0.6 -1.7 -1.2
C -2.707 0.220 -1.700 -1.5 -0.5 -0.8
C 1.337 -2.437 1.528 -0.1 0.3 0.2
H -2.934 -2.146 -3.851 0.1 0.1 -0.1
H 2.765 5.160 -2.890 0.0 -0.1 0.0
C 5.288 0.556 -1.518 0.0 0.0 0.0
H -1.639 0.911 4.201 -0.2 -0.4 0.1
H 2.470 -4.128 -1.201 0.0 -0.1 -0.2
O -0.749 0.034 1.837 1.0 0.1 -0.6
C 3.743 -0.216 0.680 0.0 0.0 0.2
C 1.684 -4.764 2.028 0.0 0.0 -0.1
Si -4.222 -0.351 -2.651 -1.4 -0.1 -0.7
N -3.385 -0.345 4.277 -0.5 -0.1 -0.2
H -4.579 1.992 -3.559 0.0 0.1 0.2
C -1.978 -0.085 3.893 0.9 0.3 -0.6
H 6.584 1.463 -0.079 0.1 0.0 0.0
C -3.836 -2.110 -3.246 0.0 0.7 0.3
H -3.860 -0.582 3.367 0.1 0.1 0.5
H -3.488 1.074 -4.606 0.1 0.0 -0.2
C -1.915 -0.125 2.349 -1.4 -0.5 0.7
H -3.709 -2.791 -2.406 0.0 0.0 0.1
S 1.814 -1.364 -0.984 1.8 -0.4 0.9
C 1.297 -3.492 2.426 0.1 0.1 -0.1
C 4.112 -0.147 -1.719 -0.2 0.0 -0.1
H -5.225 0.756 -4.633 -0.2 -0.2 -0.1
H -1.291 -0.822 4.310 -0.2 0.0 0.1
H 1.635 -5.589 2.722 0.0 0.0 0.1
H 2.291 3.622 -3.531 0.0 0.1 0.0
N 1.874 4.703 -0.547 0.1 0.3 0.0
H -5.951 0.830 -1.265 0.0 0.1 0.0
Se 0.399 2.707 2.230 0.8 0.8 1.1
C 5.677 0.898 -0.229 0.0 -0.1 -0.2
C 2.118 -4.989 0.730 0.0 0.1 0.0
H 1.022 -1.445 1.834 0.1 -0.2 0.0
C -5.782 -0.201 -1.557 1.0 -0.1 -0.1
H 3.151 -0.519 1.530 0.0 0.0 0.1
H 2.327 5.608 -0.635 -0.1 -0.1 -0.1
H 5.231 0.750 1.862 0.0 0.0 0.1
C -1.661 0.522 -1.129 1.7 0.9 1.7
C 3.347 -0.514 -0.616 -0.2 -0.2 -0.5
S 1.152 2.272 -1.567 -0.1 -0.4 -0.1
C 1.826 3.902 -1.580 -0.3 -0.1 0.6
H -3.491 -1.113 4.951 0.0 0.2 -0.2
O 0.770 -0.322 -0.368 1.8 -2.8 -0.8
O -2.940 -0.316 1.733 -0.2 0.1 -0.1
C -4.385 1.021 -4.000 0.6 -0.6 0.6
H -3.841 0.486 4.673 0.1 -0.2 -0.1
H -6.651 -0.553 -2.106 0.0 -0.1 -0.2
C 2.148 -3.950 -0.187 0.0 0.1 -0.2
O 0.898 4.139 1.956 0.6 2.7 -0.3
C 1.758 -2.683 0.229 -0.3 0.1 -0.1
O -0.332 2.337 3.531 -1.4 -0.4 2.3
H 2.429 -5.979 0.436 0.0 -0.1 -0.1
Mo -0.231 1.027 0.155 -1.3 -0.7 -2.4
H 0.979 -3.314 3.441 0.0 0.0 0.1
H 3.782 -0.413 -2.710 0.0 0.0 -0.2
H 5.898 0.836 -2.363 0.0 0.0 -0.1
N 2.352 4.247 -2.742 0.0 0.0 -0.1
O -0.849 2.433 0.902 -1.6 3.1 1.0
```
Positions in Å, forces in eV/Å.

Values from the calculation:
E_HOMO (alpha / beta)   -17.22 / -17.22 eV
Multiplicity   1
Maximum force   0.070 Eh/bohr
E_LUMO (alpha / beta)   -12.17 / -11.49 eV
Net charge   +3
Total energy   -136716.5851 eV


DFT (wB97M-V/def2-TZVPD) results for C20H28N2O9S2 in the gas phase.

XYZ file:
```
61
Properties=species:S:1:pos:R:3:forces:R:3
O -3.168 2.137 0.106 0.1 0.1 -0.3
C -2.084 -1.605 1.374 0.3 0.0 -0.1
O -4.868 1.045 -1.803 0.2 0.1 0.0
O -5.897 -1.082 -1.132 0.0 -0.2 0.2
C 2.379 -2.682 0.376 -0.3 0.1 0.0
C 3.871 -0.968 -0.361 0.6 0.0 -0.2
H 6.692 -0.833 1.453 0.1 0.1 0.2
O 4.379 1.383 2.473 -0.1 0.5 0.0
H -7.720 -0.950 -0.864 -0.3 0.1 0.1
H 4.463 -2.986 -0.064 0.0 -0.1 0.0
H 2.171 -3.703 0.654 0.0 -0.1 0.0
C -1.031 -1.622 0.462 -0.6 0.2 -0.2
H -0.412 -1.190 -1.549 0.0 0.0 -0.1
S 5.514 -0.483 -0.871 -0.2 0.1 0.5
C -5.557 2.199 0.645 0.7 0.5 -0.1
C -6.828 0.140 1.231 -0.6 -0.3 -0.1
H -3.855 2.177 1.988 -0.1 0.1 0.0
N -5.684 0.756 0.590 0.6 -0.5 -1.0
O -8.509 -0.695 -0.354 0.0 -0.4 -0.3
H 6.080 3.838 -0.996 0.0 0.0 0.2
C -3.312 -1.096 0.998 0.0 0.0 0.0
C 5.059 0.158 2.483 0.2 -0.4 -0.1
H -4.132 -1.062 1.697 -0.1 0.0 0.2
C 1.588 -0.417 0.083 -0.1 -0.1 0.1
C -8.165 0.361 0.494 0.1 0.1 0.3
H -2.622 -0.255 -2.193 0.1 0.0 -0.2
C 1.344 -1.747 0.420 0.6 0.1 -0.1
S -5.068 0.043 -0.790 0.1 -0.2 0.6
H 5.216 3.382 0.493 0.1 0.0 0.0
H -4.086 3.700 1.089 0.0 -0.1 0.1
O 4.443 2.591 -1.186 -0.2 -0.1 -0.3
C 2.855 -0.030 -0.314 -0.1 0.0 0.0
H 7.026 1.619 -1.242 0.1 0.2 0.1
C 3.643 -2.288 -0.016 0.1 0.0 0.0
H -6.252 2.590 1.391 0.0 -0.1 0.0
H 5.375 -0.014 3.515 0.0 -0.1 -0.1
H -1.918 -1.992 2.367 0.0 0.0 0.1
H 4.385 -0.656 2.182 0.1 0.1 0.1
C 6.289 0.180 1.560 -0.3 -0.3 0.8
C -1.221 -1.149 -0.835 0.1 -0.2 0.1
N 5.929 0.691 0.254 -0.3 -0.7 -0.7
C 6.586 1.873 -0.273 -0.2 0.5 -0.5
H -5.803 2.634 -0.331 -0.1 0.1 0.2
H -8.110 1.309 -0.064 0.0 0.0 0.1
H -6.639 -0.935 1.275 -0.2 0.0 0.2
H 7.057 0.822 1.996 0.0 0.0 -0.1
H -3.535 2.196 -0.789 0.1 0.1 0.1
H 4.733 1.959 -1.866 -0.1 0.2 0.1
C 5.577 3.012 -0.472 0.4 0.1 0.1
H 4.243 1.632 1.549 -0.1 -0.1 0.0
O 5.439 0.174 -2.149 -0.1 0.2 -0.1
O 6.380 -1.621 -0.750 -0.2 -0.1 0.1
O 0.139 -2.192 0.880 0.1 -0.2 0.1
H -6.882 0.530 2.251 0.1 0.0 -0.1
C -3.481 -0.602 -0.280 -0.4 0.1 -0.2
H 7.384 2.197 0.397 -0.1 -0.1 0.0
C -2.451 -0.637 -1.200 -0.1 0.0 0.0
C -4.128 2.602 1.018 -0.3 0.5 0.3
H 3.056 0.995 -0.584 0.0 0.1 0.0
H 0.793 0.311 0.144 0.0 0.1 0.0
H -8.981 0.437 1.220 0.1 0.1 0.0
```
Positions in Å, forces in eV/Å.

Values from the calculation:
E_HOMO   -9.05 eV
Multiplicity   1
Maximum force   0.025 Eh/bohr
E_LUMO   0.31 eV
Net charge   0
SMILES   O=S(=O)(c1ccc(Oc2ccc(S(=O)(=O)N(CCO)CCO)cc2)cc1)N(CCO)CCO
Energy above the lowest of the compared OMol25 structures with the same formula, charge and spin   6.7 kcal/mol
Total energy   -64270.4097 eV


DFT (wB97M-V/def2-TZVPD) results for an isolated ion of composition C20H28N3O2 and charge +1.

XYZ file:
```
53
Properties=species:S:1:pos:R:3:forces:R:3
N 1.223 1.467 -0.006 -0.1 -0.5 0.1
C 3.085 1.070 -1.528 0.1 0.0 0.0
H 4.076 -1.285 -1.518 0.0 0.0 0.0
H 1.982 2.955 -1.287 -0.1 -0.1 0.1
C -0.357 -1.441 -0.074 -0.2 -0.2 -0.1
C -0.858 2.797 -0.428 0.2 -0.1 0.0
C -2.721 2.301 0.998 0.1 0.1 -0.1
H 1.427 -3.257 0.281 0.0 0.1 -0.1
H 1.052 1.672 -2.086 0.0 0.0 0.1
H -4.849 0.483 -0.465 0.0 0.1 0.0
H 4.316 1.741 0.696 0.0 0.0 0.0
H -6.306 -0.411 -0.018 -0.1 0.1 0.0
H 1.845 -2.538 -1.291 0.0 0.0 0.1
H 3.691 0.372 1.647 0.0 0.2 0.0
C -4.612 -1.669 -0.485 -0.1 0.2 0.1
H 1.278 0.397 0.001 -0.2 0.4 -0.1
H -2.771 3.749 -0.585 0.0 0.1 0.0
C 3.474 1.042 0.818 0.2 0.0 0.1
C 1.836 -2.362 -0.207 0.6 -0.2 0.0
H -0.423 3.354 -1.240 0.1 0.0 -0.1
N 3.266 0.241 -0.366 0.3 0.2 -0.1
H -0.628 -2.432 1.800 0.1 0.0 0.1
C -2.343 -1.037 -1.350 -0.1 0.0 0.1
C -3.118 -1.630 -0.361 0.0 -0.1 -0.1
H -5.009 -2.525 0.062 0.0 -0.1 -0.1
C -2.484 -2.139 0.767 0.0 0.0 -0.1
H -0.373 -0.493 -1.994 0.1 0.1 -0.1
C 3.276 -2.131 0.288 -0.1 -0.1 -0.7
C -0.971 -0.945 -1.215 0.3 -0.1 0.2
C -1.113 -2.050 0.915 0.3 0.1 -0.1
C -0.154 1.846 0.288 -0.8 0.3 0.2
H 2.320 2.902 1.087 -0.1 -0.1 -0.1
C 3.997 -0.997 -0.469 -0.1 -0.5 0.4
H -2.264 0.803 2.492 -0.1 0.0 0.1
N -0.657 1.170 1.304 0.7 0.0 -0.1
C -1.908 1.386 1.656 -0.2 0.1 0.0
H 3.830 -3.062 0.081 -0.1 0.1 0.0
H 3.930 1.758 -1.693 -0.1 0.0 0.0
C -5.224 -0.383 0.076 -0.1 -0.2 -0.1
H 5.011 -0.912 -0.059 0.0 0.0 -0.1
H 2.930 -2.560 2.163 0.0 0.0 0.0
H -3.072 -2.609 1.540 -0.1 -0.1 0.1
C 1.781 1.882 -1.303 0.2 0.2 -0.6
O 3.316 -1.834 1.661 0.0 0.1 0.3
O 1.015 -1.245 0.103 -0.6 0.0 0.1
C -2.180 3.019 -0.054 0.0 -0.1 0.1
H -4.894 -1.772 -1.534 0.0 -0.1 0.0
H 2.988 0.440 -2.413 0.0 0.1 0.0
H -3.742 2.450 1.307 -0.1 0.0 0.0
H 1.708 1.519 2.024 0.0 0.0 -0.2
H -2.818 -0.647 -2.238 -0.1 0.0 -0.1
C 2.166 1.821 1.082 0.5 0.2 0.6
H -4.970 -0.271 1.128 0.0 0.1 0.1
```
Positions in Å, forces in eV/Å.

Values from the calculation:
E_HOMO   -11.58 eV
Multiplicity   1
Maximum force   0.017 Eh/bohr
E_LUMO   -2.25 eV
Net charge   +1
SMILES   CCc1ccc(OC[C@H](O)CN2CC[NH+](c3ccccn3)CC2)cc1
Energy above the lowest of the compared OMol25 structures with the same formula, charge and spin   28.8 kcal/mol
Total energy   -29753.4198 eV


DFT (wB97M-V/def2-TZVPD) results for C20H28N4O3 in the gas phase.

XYZ file:
```
55
Properties=species:S:1:pos:R:3:forces:R:3
H -6.498 -3.018 2.521 0.0 -0.1 0.1
H -5.033 2.580 2.436 0.0 0.1 0.1
N -0.425 0.777 -0.685 -0.4 0.5 0.0
H 0.898 -1.508 -1.127 0.0 -0.1 0.0
C 3.931 2.473 0.798 0.1 0.1 -0.1
H 5.087 -3.445 0.117 0.0 0.1 0.1
H -3.471 -1.018 -1.815 0.1 0.2 0.0
N 4.979 -0.140 0.345 0.4 0.2 -0.1
C 5.317 2.297 0.185 -0.1 -0.1 0.2
H 4.007 2.446 1.889 0.0 0.1 0.0
C -5.308 -1.500 1.550 -0.1 -0.2 0.1
N -3.719 -0.050 -1.645 0.1 -0.4 -0.1
H 2.765 -3.034 -0.836 0.0 0.0 -0.1
C 3.506 -2.237 -0.769 0.0 0.0 0.1
C 1.718 1.551 0.046 -0.1 -0.3 -0.1
H 4.015 -2.171 -1.737 0.0 0.0 0.0
C -4.668 1.687 1.935 -0.3 0.0 -0.1
C 5.885 0.964 0.637 0.4 0.2 -0.1
H 1.280 2.521 0.231 0.0 0.1 0.0
H -7.133 -2.519 0.952 -0.1 -0.1 -0.1
C 4.524 -2.535 0.322 0.1 -0.1 -0.2
H 5.236 2.319 -0.903 0.0 0.0 0.0
C -6.654 -2.168 1.863 0.3 0.2 -0.1
C 5.505 -1.393 0.476 -0.1 -0.5 0.1
C 3.632 0.097 0.072 -0.9 0.0 -0.2
H -6.533 0.636 2.197 -0.1 0.0 -0.1
H -6.386 1.497 0.663 -0.1 0.0 0.0
C -2.730 0.718 -1.194 -0.2 0.1 -0.1
H -5.153 1.375 -1.363 -0.1 -0.1 -0.1
H -7.326 -1.470 2.357 -0.1 0.0 0.1
H -4.654 -2.227 1.056 0.0 0.0 0.1
H 4.013 -2.661 1.282 0.0 0.0 0.0
C -5.839 0.880 1.380 0.3 0.1 0.1
H 5.989 3.096 0.497 0.0 0.0 0.0
H -0.763 1.716 -0.476 0.0 -0.3 -0.1
H 3.498 3.434 0.517 0.0 0.0 0.1
O 6.680 -1.560 0.736 0.1 -0.1 0.1
C 3.061 1.352 0.311 0.0 -0.1 0.0
H -4.100 1.095 2.649 0.1 -0.1 0.1
C -5.887 -0.535 -0.619 0.2 0.3 -0.1
H -6.960 -0.297 -0.712 0.0 -0.1 0.0
H -5.536 0.183 -2.635 0.0 0.1 0.1
C -5.110 0.319 -1.635 -0.3 0.0 0.1
H -5.751 -1.587 -0.883 -0.1 0.0 0.0
H 6.078 0.983 1.717 0.1 0.0 -0.1
C 2.844 -0.926 -0.467 0.1 0.2 0.0
H -4.004 1.983 1.128 0.1 0.0 0.0
H 6.835 0.745 0.140 -0.1 0.1 0.2
C -1.395 -0.034 -1.139 0.2 -0.1 0.1
O -2.804 1.894 -0.868 -0.1 0.1 0.0
N -5.371 -0.323 0.712 -0.1 0.0 -0.2
O -1.310 -1.206 -1.467 0.1 0.0 0.0
H -4.825 -1.207 2.485 0.1 -0.1 0.0
C 1.502 -0.715 -0.719 -0.1 0.1 0.0
C 0.925 0.523 -0.454 0.5 -0.3 0.0
```
Positions in Å, forces in eV/Å.

Values from the calculation:
E_HOMO   -7.83 eV
Multiplicity   1
Maximum force   0.017 Eh/bohr
E_LUMO   0.64 eV
Net charge   0
SMILES   CCN(CC)CCNC(=O)C(=O)Nc1cc2c3c(c1)CCC(=O)N3CCC2
Energy above the lowest of the compared OMol25 structures with the same formula, charge and spin   10.1 kcal/mol
Total energy   -33299.7454 eV